1.
11 unconnected molecules or ions with the total composition C17H58N20O11 in a non-equilibrium geometry, computed with the ωB97M-V functional and the def2-TZVPD basis.

Geometry as XYZ:
```
106
Properties=species:S:1:pos:R:3
C 15.0468 7.3546 14.4377
O 16.1594 8.2246 14.6354
C 17.2788 7.6218 13.9688
C 18.4718 8.4309 14.4336
C 18.6574 9.6897 13.6157
N 19.7369 7.6738 14.4855
H 15.3351 6.3365 14.6996
H 14.6050 7.4436 13.4452
H 14.2614 7.5820 15.1584
H 17.4334 6.5747 14.2293
H 17.1007 7.5284 12.8975
H 18.3315 8.8089 15.4463
H 19.1091 9.5878 12.6290
H 19.4564 10.2708 14.0762
H 17.8166 10.3815 13.5642
H 20.4049 8.4284 14.4189
H 19.6357 7.1773 13.6118
C 10.9970 9.9764 8.1709
O 10.2844 9.1661 9.0909
C 9.3461 8.3144 8.5138
C 8.5492 7.8032 9.6944
C 7.4746 6.7924 9.4178
N 7.8531 8.8615 10.4366
H 10.3292 10.4115 7.4274
H 11.6251 9.2312 7.6828
H 11.7234 10.6413 8.6379
H 8.8123 8.9114 7.7743
H 9.8154 7.5685 7.8724
H 9.3537 7.3555 10.2779
H 6.8016 7.2912 8.7203
H 6.8828 6.4951 10.2835
H 7.8401 5.8643 8.9783
H 7.0131 9.0431 9.9061
H 8.4914 9.6397 10.3519
N 15.8230 11.2206 7.6800
C 15.4887 10.1056 7.1011
N 16.3806 9.7918 6.2164
O 14.5192 9.3786 7.4087
H 15.2137 11.5931 8.3942
H 16.6427 11.7249 7.3737
H 17.2101 10.3580 6.1098
H 16.4735 8.8324 5.9147
N 10.1876 11.1920 11.3632
C 8.9725 11.7936 11.4515
N 9.0721 12.5683 12.4263
O 7.9801 11.6347 10.8191
H 10.2979 10.6117 10.5439
H 10.8415 11.1819 12.1329
H 8.3199 13.2369 12.5110
H 9.5028 12.1992 13.2620
N 12.7910 13.7281 12.3734
C 13.7364 14.5922 12.5054
N 14.5740 14.2525 13.3958
O 13.6958 15.5344 11.7073
H 12.6785 12.9520 13.0099
H 12.1625 14.0502 11.6514
H 14.4155 13.3799 13.8792
H 15.4143 14.8030 13.5001
N 13.3679 6.0590 11.4014
C 12.6283 7.0783 11.2593
N 12.4068 7.3301 10.0112
O 12.3977 7.7259 12.1836
H 13.5978 5.8143 12.3540
H 13.5638 5.2993 10.7653
H 11.9206 8.1397 9.6530
H 12.2479 6.4559 9.5308
N 18.6959 9.4018 9.5135
C 19.0567 10.5745 9.7760
N 18.0431 11.3806 9.7433
O 20.2289 10.9937 9.9516
H 19.3648 8.6479 9.5796
H 17.7072 9.2310 9.3975
H 18.2562 12.3146 10.0631
H 17.1408 11.0202 9.4675
N 15.8831 10.4360 16.3987
C 15.3510 11.4909 15.9080
N 15.0675 12.3568 16.8478
O 15.0318 11.5358 14.7411
H 16.1193 9.6769 15.7757
H 16.0238 10.3815 17.3974
H 14.6498 13.2660 16.7095
H 15.1970 11.9097 17.7442
N 10.6474 9.8383 15.0284
C 11.7666 10.2424 14.4683
N 12.7716 9.6104 14.9883
O 11.8053 11.0880 13.6101
H 9.7907 10.2360 14.6707
H 10.5124 9.0456 15.6395
H 12.6185 8.6920 15.3796
H 13.6756 9.9901 14.7462
N 17.0529 6.4495 10.4066
C 16.9459 6.1749 9.0939
N 16.1542 7.0876 8.4684
O 17.4006 5.1781 8.5716
H 16.7548 7.4019 10.5621
H 17.8112 6.0727 10.9572
H 16.2839 7.0660 7.4670
H 15.9420 8.0091 8.8233
N 14.2215 10.4072 10.4428
C 15.2609 9.8494 10.9717
N 15.4037 10.1940 12.2098
O 16.1026 9.1445 10.4032
H 13.5699 10.9913 10.9471
H 13.9467 9.9540 9.5830
H 16.1898 9.9501 12.7953
H 14.8258 10.9485 12.5516
```

Output
**Relative energy (zero: lowest compared OMol25 entry of this formula, charge and spin)**: 6.031 eV
**HOMO-LUMO gap**: 8.9 eV
**SMILES string**: COC[C@H](C)N.COC[C@H](C)N.NC(N)=O.NC(N)=O.NC(N)=O.NC(N)=O.NC(N)=O.NC(N)=O.NC(N)=O.NC(N)=O.NC(N)=O
**Charge**: 0
**Electronic energy**: -70897.977 eV

2.
A molecular structure, C16H10Cl3N2OTe4Ti in a non-equilibrium geometry, computed with the ωB97M-V functional and the def2-TZVPD basis.

Geometry as XYZ:
```
37
Properties=species:S:1:pos:R:3
Ti 0.8871 -0.3604 0.0802
Cl -0.2469 0.1653 6.8621
C -0.3542 -0.3602 5.2933
C -0.4173 0.6302 4.2991
C -0.2994 0.2184 2.9843
Cl -0.3257 1.3802 1.7401
C -0.2514 -1.1600 2.6001
O -0.0456 -1.4968 1.3428
C -0.3920 -2.1201 3.6499
Cl -0.7520 -3.7531 3.3839
C -0.3309 -1.7067 4.9547
H -0.4596 1.6723 4.4756
H -0.1785 -2.4128 5.7727
Te 2.9293 -0.2626 2.0530
Te 5.2421 0.5399 0.9169
Te 5.1521 -1.6702 -0.8034
Te 2.6271 -1.0334 -1.9008
C 0.9682 3.5965 -2.0613
C 0.1486 3.3931 -3.1562
C -0.4845 2.1475 -3.2763
C -0.1940 1.1640 -2.3213
N 0.5097 1.3958 -1.1866
C 1.0784 2.6404 -1.0815
C -0.8082 -0.1048 -2.4427
C -1.6045 -0.6032 -3.4419
C -2.4405 -1.7163 -3.3019
C -2.1977 -2.4900 -2.1411
C -1.3361 -1.9829 -1.1247
N -0.7086 -0.8350 -1.2152
H 1.4102 4.5994 -1.8954
H 0.2886 4.1026 -3.9748
H -0.9885 1.8642 -4.1636
H 1.7057 2.8355 -0.1988
H -1.4713 -0.0841 -4.4060
H -3.1276 -2.0670 -4.0569
H -2.2702 -3.5726 -2.0846
H -1.2618 -2.5531 -0.1735
```

Output
**Relative energy (zero: lowest compared OMol25 entry of this formula, charge and spin)**: 0.118 eV
**HOMO-LUMO gap (alpha / beta)**: 5.3 / 6.2 eV
**Spin multiplicity**: 3
**Charge**: -1
**Expectation value of S²**: 2.0268
**Electronic energy**: -111641.621 eV

3.
2 unconnected molecules or ions with the total composition C19H21N2O4 in a non-equilibrium geometry, computed with the ωB97M-V functional and the def2-TZVPD basis.

Geometry as XYZ:
```
46
Properties=species:S:1:pos:R:3
C -3.1948 0.0951 2.3760
C -1.7733 0.2910 1.8872
O -0.8177 -0.1411 2.8213
C 0.4314 0.2025 2.3781
C 1.5317 -0.1245 3.2292
N 2.7350 0.2009 2.9145
N 3.8376 0.5097 2.6148
O 0.6202 0.7717 1.3109
H -3.9347 0.3825 1.6254
H -3.3717 -0.9457 2.6491
H -3.3757 0.6917 3.2705
H -1.5731 -0.2538 0.9525
H -1.5535 1.3512 1.6906
H 1.3548 -0.6571 4.1451
C 7.9218 -2.8538 6.1633
O 6.9775 -3.5162 5.3541
C 5.6471 -3.1923 5.6006
C 4.6863 -3.6710 4.6943
C 3.3602 -3.3766 4.8393
C 2.9004 -2.5713 5.9062
C 1.5134 -2.3046 6.0179
C 0.8446 -1.3603 6.8340
C -0.5619 -1.4321 6.9557
C -1.2488 -0.5604 7.7521
C -0.5890 0.4479 8.4747
O -1.3645 1.2563 9.3001
C -0.6451 2.1232 10.1473
C 0.7999 0.5711 8.3040
C 1.4911 -0.2966 7.5045
C 3.8676 -2.1339 6.8403
C 5.1942 -2.4294 6.6894
H 8.9197 -3.1095 5.8034
H 7.7858 -1.7746 6.0876
H 7.8246 -3.1795 7.1991
H 5.0312 -4.2735 3.8723
H 2.6452 -3.7539 4.1285
H 0.8757 -2.9121 5.3985
H -1.0917 -2.1970 6.4145
H -2.3176 -0.6312 7.8555
H -1.3546 2.6205 10.8110
H 0.0627 1.5545 10.7513
H -0.1232 2.8775 9.5579
H 1.3246 1.3765 8.7861
H 2.5327 -0.1128 7.3192
H 3.5481 -1.6353 7.7357
H 5.8964 -2.0990 7.4337
```

Output
**HOMO-LUMO gap**: 6.1 eV
**Charge**: +1
**Electronic energy**: -31204.313 eV

4.
2 unconnected molecules or ions with the total composition CH3IS in a non-equilibrium geometry, computed with the ωB97M-V functional and the def2-TZVPD basis.

Geometry as XYZ:
```
6
Properties=species:S:1:pos:R:3
C -1.0479 0.2939 0.2932
S 1.3976 -1.3033 -0.3882
I 2.9073 0.4329 -0.7032
H -0.2087 0.7010 -0.2658
H -1.0871 -0.1373 1.3311
H -1.9612 0.0128 -0.2670
```

Output
**Relative energy (zero: lowest compared OMol25 entry of this formula, charge and spin)**: 2.981 eV
**HOMO-LUMO gap (alpha / beta)**: 5.9 / 5.9 eV
**Charge**: 0
**Electronic energy**: -20017.935 eV